Record 1
A molecular structure, C48H60As2CrN2O3PSTe at a distorted geometry, computed with ωB97M-V/def2-TZVPD.

The geometry in XYZ format:
```
119
Properties=species:S:1:pos:R:3:forces:R:3
Cr -1.053 -0.106 0.193 -1.11 -0.06 0.29
C -0.594 2.096 2.695 0.09 0.11 -0.04
N -1.425 1.311 1.766 -0.13 -0.07 0.09
C -2.680 1.255 2.098 0.08 0.02 -0.04
C -3.585 0.484 1.354 -0.17 0.00 -0.03
C -4.936 0.185 1.541 0.05 0.05 0.01
C -5.276 -0.703 0.523 -0.01 -0.01 -0.03
C -4.118 -0.908 -0.232 -0.04 0.04 -0.11
N -3.095 -0.184 0.250 0.08 0.10 0.13
C -0.717 3.589 2.514 -0.04 -0.03 0.00
C -0.981 4.422 3.593 -0.03 -0.02 -0.01
C -1.052 5.800 3.425 -0.01 0.01 0.01
C -0.861 6.361 2.172 0.00 0.00 0.01
C -0.596 5.536 1.086 0.01 -0.03 -0.02
C -0.522 4.163 1.261 0.03 0.01 -0.02
H 0.445 1.825 2.552 -0.12 -0.07 0.03
H -0.855 1.824 3.721 0.02 0.01 0.01
H -3.038 1.789 2.978 0.02 0.02 0.00
H -5.572 0.565 2.324 0.00 0.00 0.01
H -6.234 -1.165 0.350 0.00 0.00 -0.02
H -4.004 -1.551 -1.092 0.01 -0.02 0.08
H -1.127 3.993 4.578 -0.01 -0.01 -0.01
H -1.262 6.433 4.277 0.01 0.01 -0.01
H -0.914 7.433 2.040 -0.02 0.00 0.00
H -0.446 5.961 0.101 0.01 0.02 0.01
H -0.301 3.519 0.419 -0.02 0.01 0.03
S -1.104 -1.705 1.909 -0.02 0.02 -0.11
C -1.755 -3.216 1.295 0.00 0.05 -0.11
C -2.199 -4.141 2.240 0.03 0.01 0.00
C -2.820 -5.309 1.839 0.02 0.04 0.03
C -3.007 -5.561 0.488 -0.03 -0.03 0.00
C -2.548 -4.653 -0.452 0.10 0.00 -0.09
C -1.893 -3.484 -0.068 -0.15 0.01 0.17
As -1.224 -2.158 -1.330 0.59 -1.12 -0.41
C -2.134 -2.875 -2.954 -0.34 0.36 0.15
C -1.563 -4.018 -3.505 -0.02 -0.07 0.09
C -2.114 -4.614 -4.627 -0.06 -0.01 0.03
C -3.247 -4.072 -5.222 0.05 0.01 0.00
C -3.826 -2.938 -4.677 -0.01 0.02 -0.03
C -3.274 -2.346 -3.546 -0.03 -0.06 0.07
C 0.546 -2.718 -1.755 0.16 0.53 0.04
C 1.228 -1.910 -2.841 -0.18 -0.37 -0.21
C 2.691 -2.223 -2.899 -0.03 0.22 0.18
C 3.274 -3.201 -2.167 0.00 0.13 0.15
C 2.568 -3.951 -1.193 0.03 -0.14 0.07
C 1.231 -3.650 -0.992 0.00 -0.01 0.05
H -2.061 -3.918 3.291 -0.05 -0.01 0.01
H -3.180 -6.008 2.584 0.03 -0.02 -0.01
H -3.512 -6.462 0.164 0.00 0.01 -0.01
H -2.708 -4.863 -1.499 0.01 -0.02 -0.01
H -0.664 -4.424 -3.055 -0.01 0.01 -0.01
H -1.649 -5.499 -5.043 -0.01 -0.01 0.00
H -3.672 -4.527 -6.108 0.00 -0.01 0.00
H -4.708 -2.505 -5.133 -0.01 0.00 0.01
H -3.752 -1.466 -3.140 -0.02 -0.03 -0.05
H 1.764 -0.005 -2.868 0.05 -0.01 0.05
H 3.272 -1.638 -3.611 -0.02 -0.12 -0.09
H 4.331 -3.404 -2.321 0.00 0.03 0.00
H 3.054 -4.737 -0.632 -0.02 0.01 0.01
H 0.687 -4.179 -0.213 -0.01 0.01 0.01
C 7.254 0.937 5.562 -0.06 -0.02 -0.02
C 5.968 0.557 4.879 0.02 -0.03 -0.03
C 5.817 -0.681 4.277 0.00 0.03 0.01
C 4.618 -1.074 3.684 -0.02 -0.08 0.01
C 4.552 -2.467 3.105 -0.01 0.08 0.05
C 3.541 -0.179 3.677 -0.23 0.04 0.04
Te 1.595 -0.909 3.082 0.37 -0.09 0.28
C 3.682 1.090 4.261 -0.07 0.03 -0.06
C 2.566 2.102 4.254 0.07 -0.03 0.06
C 4.889 1.433 4.856 0.04 0.00 -0.01
H 8.068 0.281 5.256 0.02 0.01 0.01
H 7.146 0.855 6.646 0.02 0.01 0.00
H 7.532 1.966 5.335 0.01 0.00 0.01
H 6.650 -1.376 4.276 0.00 0.00 -0.01
H 5.526 -2.757 2.711 0.01 -0.02 0.02
H 3.813 -2.559 2.311 0.03 -0.02 0.00
H 4.280 -3.181 3.886 -0.02 -0.03 -0.04
H 2.300 2.368 3.230 0.02 0.01 0.03
H 2.867 3.009 4.778 -0.01 0.00 0.00
H 1.673 1.702 4.737 -0.03 0.02 -0.01
H 4.988 2.408 5.322 0.00 0.01 -0.03
C 0.522 2.628 -3.463 -0.11 0.04 0.02
C -0.546 3.176 -2.521 0.21 -0.14 0.13
As -1.557 1.793 -1.535 -0.34 0.37 -0.74
C -2.347 0.827 -3.042 0.02 -0.04 -0.04
C -2.828 1.587 -4.273 0.03 0.06 0.08
C -3.064 2.874 -0.868 -0.05 -0.03 0.11
C -3.766 3.864 -1.794 0.11 -0.02 0.01
H 1.045 3.446 -3.960 -0.02 0.01 -0.02
H 0.084 1.987 -4.228 0.05 -0.03 0.00
H 1.257 2.032 -2.932 0.07 -0.02 0.03
H -1.285 3.742 -3.087 -0.04 -0.01 0.04
H -0.100 3.863 -1.798 -0.06 0.00 0.03
H -3.179 0.289 -2.588 0.04 0.02 0.03
H -1.597 0.087 -3.326 0.02 0.00 0.04
H -3.705 2.194 -4.061 -0.01 0.01 -0.03
H -3.101 0.874 -5.054 0.01 0.00 0.00
H -2.062 2.244 -4.686 0.00 -0.02 -0.02
H -2.685 3.404 0.006 0.05 -0.04 0.02
H -3.788 2.150 -0.495 0.03 -0.02 0.00
H -3.073 4.521 -2.320 -0.03 0.02 0.00
H -4.423 4.498 -1.196 0.00 0.02 -0.01
H -4.390 3.361 -2.530 0.02 0.01 -0.03
C 0.638 -2.106 -4.251 -0.02 0.22 0.07
O 0.972 -0.462 -2.563 0.05 0.10 0.12
P 1.341 -0.053 0.771 1.43 0.33 0.30
O 1.936 1.466 1.013 -0.24 -0.07 0.07
C 2.087 2.316 -0.119 0.12 -0.01 -0.12
O 2.523 -0.697 -0.070 -0.52 -0.16 -0.35
C 3.896 -0.560 0.296 0.18 0.01 -0.07
H 1.188 -1.479 -4.959 0.03 -0.02 0.00
H -0.418 -1.830 -4.289 0.15 0.05 -0.14
H 0.744 -3.148 -4.551 -0.02 0.03 -0.06
H 2.118 3.342 0.244 0.02 -0.01 0.00
H 1.250 2.200 -0.811 0.01 -0.01 0.02
H 3.016 2.089 -0.648 -0.03 -0.02 0.00
H 4.370 -1.521 0.119 -0.02 -0.07 -0.04
H 4.012 -0.268 1.338 -0.02 0.00 -0.08
H 4.363 0.194 -0.340 -0.04 -0.03 -0.02
```
Forces are in eV/Å.

Properties
* HOMO energy (spin up / spin down): -5.22 / -5.16 eV
* multiplicity: 4
* ΔE to the lowest compared entry with this formula, charge and spin: 54.23 kcal/mol
* E_tot: -8723.83865 a.u.
* Kohn-Sham gap (spin up / spin down): 4.829 / 4.900 eV

Record 2
A molecular structure, C48H60As2FeN3O4Se, computed with ωB97M-V/def2-TZVPD.

The geometry in XYZ format:
```
119
Properties=species:S:1:pos:R:3:forces:R:3
Fe -0.271 -0.035 -0.126 -0.24 0.05 -0.46
C -3.932 0.173 -5.829 -0.15 -0.04 -0.06
C -2.837 0.446 -4.820 0.17 -0.04 -0.02
C -1.586 1.005 -5.476 0.20 0.04 -0.02
O -3.292 1.359 -3.845 -0.22 0.25 0.33
C -3.074 0.844 -2.517 0.29 0.07 -0.04
C -2.216 -0.392 -2.798 -0.01 -0.04 0.04
O -2.549 -0.751 -4.142 -0.19 -0.08 0.21
C -2.306 -1.599 -1.844 0.06 -0.09 -0.08
O -1.784 -1.194 -0.616 0.39 -0.13 -0.43
C -1.467 -2.725 -2.528 -0.10 -0.02 0.24
C -0.085 -2.580 -2.624 -0.20 -0.13 0.01
C 0.706 -3.550 -3.216 -0.02 -0.02 0.01
C 0.126 -4.704 -3.729 0.00 0.04 0.01
C -1.248 -4.863 -3.650 -0.04 0.06 0.00
C -2.037 -3.880 -3.060 0.01 0.06 0.03
C -3.728 -2.123 -1.591 -0.05 0.01 -0.01
C -4.827 -1.907 -2.419 0.02 -0.05 0.05
C -6.083 -2.410 -2.082 0.08 -0.04 0.06
C -6.253 -3.159 -0.925 0.09 0.06 -0.04
C -5.151 -3.413 -0.113 0.00 0.01 -0.06
C -3.907 -2.898 -0.444 0.06 -0.04 0.07
C -2.397 1.920 -1.535 -0.10 -0.04 0.21
O -1.111 1.571 -1.152 -0.13 -0.19 -0.05
C -2.381 3.274 -2.283 -0.12 -0.16 0.02
C -3.566 3.898 -2.687 0.06 -0.04 0.00
C -3.546 5.098 -3.376 0.04 -0.02 0.02
C -2.330 5.710 -3.683 0.01 -0.06 0.04
C -1.151 5.105 -3.284 -0.06 -0.07 0.06
C -1.183 3.896 -2.583 0.05 0.17 -0.19
C -3.293 2.060 -0.260 0.13 -0.06 -0.06
C -3.548 3.292 0.347 -0.04 -0.11 0.05
C -4.309 3.382 1.511 -0.02 -0.01 -0.04
C -4.840 2.239 2.093 0.04 0.01 -0.07
C -4.572 1.004 1.515 -0.05 0.03 -0.02
C -3.796 0.915 0.367 -0.09 0.01 -0.11
H -4.053 1.026 -6.502 -0.01 -0.08 0.04
H -4.873 0.004 -5.303 0.06 -0.03 -0.04
H -3.677 -0.719 -6.408 -0.02 0.12 0.01
H -1.806 1.971 -5.937 0.04 -0.08 0.04
H -1.226 0.304 -6.233 0.02 0.07 0.00
H -0.807 1.147 -4.721 -0.08 0.01 -0.09
H -4.044 0.567 -2.113 -0.12 -0.02 0.03
H -1.173 -0.081 -2.755 0.08 0.03 -0.04
H 0.378 -1.709 -2.192 -0.02 0.05 0.13
H 1.782 -3.420 -3.262 -0.03 0.00 0.02
H 0.744 -5.476 -4.173 -0.02 0.02 0.00
H -1.713 -5.762 -4.041 0.02 0.06 0.03
H -3.110 -4.022 -3.007 0.07 -0.02 0.00
H -4.706 -1.365 -3.347 0.01 0.03 0.04
H -6.929 -2.221 -2.733 0.02 0.01 0.00
H -7.229 -3.548 -0.664 0.00 -0.01 0.00
H -5.262 -4.026 0.775 0.02 0.05 -0.02
H -3.039 -3.098 0.180 -0.17 0.02 -0.12
H -4.515 3.422 -2.464 0.03 0.03 -0.01
H -4.478 5.561 -3.681 0.03 -0.03 0.01
H -2.310 6.647 -4.230 -0.01 -0.04 0.03
H -0.197 5.570 -3.514 -0.04 -0.04 0.02
H -0.262 3.425 -2.271 -0.27 0.14 -0.24
H -3.153 4.202 -0.087 -0.02 0.00 -0.03
H -4.501 4.355 1.954 0.05 -0.07 -0.04
H -5.446 2.309 2.990 0.02 0.00 -0.04
H -4.973 0.098 1.961 0.05 0.06 -0.04
H -3.565 -0.060 -0.050 -0.04 0.13 0.10
C -2.149 -1.701 2.415 -0.02 -0.04 -0.23
As -0.770 -0.323 2.461 -0.06 -0.17 0.49
C -1.762 0.909 3.629 0.09 0.25 -0.22
C 0.346 -1.140 3.888 0.21 -0.10 -0.05
C -0.353 -1.439 5.061 -0.02 -0.05 0.07
C 0.243 -2.072 6.137 0.06 0.00 0.00
C 1.583 -2.423 6.064 -0.02 0.03 -0.04
C 2.297 -2.115 4.920 -0.08 0.04 0.00
C 1.709 -1.475 3.824 -0.28 -0.03 0.12
As 2.889 -1.016 2.321 0.18 0.35 0.03
C 4.371 -0.308 3.449 -0.02 0.04 -0.01
C 3.743 -2.758 2.033 -0.12 -0.07 -0.07
H -2.430 -1.999 3.422 -0.02 0.02 0.08
H -1.790 -2.565 1.858 0.07 0.03 0.05
H -3.007 -1.285 1.886 0.09 -0.04 0.05
H -2.445 0.354 4.268 -0.04 0.02 0.02
H -2.347 1.574 2.995 0.01 0.02 0.00
H -1.089 1.503 4.247 0.06 -0.02 -0.02
H -1.401 -1.175 5.140 0.06 -0.06 0.01
H -0.338 -2.294 7.025 0.00 0.01 -0.02
H 2.069 -2.927 6.892 -0.01 0.01 -0.02
H 3.348 -2.375 4.882 -0.01 -0.02 0.00
H 4.900 -1.100 3.982 -0.03 0.03 0.01
H 3.982 0.411 4.173 0.00 -0.03 -0.06
H 5.085 0.207 2.802 -0.03 -0.03 0.00
H 3.929 -3.265 2.979 -0.02 0.01 -0.02
H 4.697 -2.592 1.531 0.00 0.05 -0.03
H 3.111 -3.384 1.405 -0.04 0.00 0.01
C -0.222 3.479 1.049 0.14 -0.16 -0.02
N 0.909 2.564 0.876 -0.13 0.00 0.22
C 1.835 2.756 1.981 -0.11 -0.04 -0.06
C 1.543 2.805 -0.409 -0.10 -0.15 -0.05
C 2.492 1.702 -0.851 -0.01 -0.04 0.01
N 1.842 0.506 -1.411 -0.64 0.29 -0.10
C 1.282 0.828 -2.740 0.20 -0.06 -0.06
C 2.830 -0.561 -1.565 -0.11 -0.11 0.00
H 0.097 4.531 0.963 0.04 0.04 0.02
H -0.660 3.339 2.039 -0.02 -0.05 -0.03
H -0.974 3.265 0.296 0.12 -0.01 0.03
H 2.185 3.800 2.031 0.03 0.04 0.03
H 2.698 2.106 1.889 0.12 -0.12 -0.01
H 1.337 2.515 2.923 0.00 -0.01 0.00
H 2.099 3.756 -0.395 0.06 0.12 0.01
H 0.734 2.896 -1.132 0.31 -0.08 0.23
H 3.103 1.369 -0.014 0.07 -0.01 0.10
H 3.166 2.132 -1.606 0.12 -0.07 -0.05
H 2.037 1.324 -3.370 0.04 -0.05 0.03
H 0.400 1.460 -2.642 0.13 -0.05 0.05
H 0.981 -0.097 -3.237 0.05 0.11 0.01
H 3.605 -0.277 -2.292 0.02 0.05 -0.01
H 2.338 -1.471 -1.913 0.11 0.09 0.07
H 3.300 -0.776 -0.610 -0.03 -0.01 0.09
Se 0.048 -4.837 0.759 -0.12 -0.39 0.04
C 0.469 -3.125 0.590 0.37 0.74 0.05
N 0.772 -1.995 0.510 -0.19 -0.13 -0.25
```
Forces are in eV/Å.

Properties
* HOMO energy (spin up / spin down): -4.79 / -4.76 eV
* multiplicity: 5
* ΔE to the lowest compared entry with this formula, charge and spin: 4.93 kcal/mol
* E_tot: -10467.05615 a.u.
* net charge: -1
* Kohn-Sham gap (spin up / spin down): 7.302 / 7.266 eV